# C3H5PS

C3H5PS in the gas phase (wB97M-V/def2-TZVPD, the Open Molecules 2025 dataset).

Properties
strongest force on any atom: 0.13015 Eh/bohr
energy relative to the best compared isomer or geometry (same formula, charge and spin): 273.2 kJ/mol
lowest unoccupied orbital energy: 0.910 eV
2S+1: 1

XYZ file:
```
10
Properties=species:S:1:pos:R:3:mulliken_charge:R:1
C 0.7575 -0.1242 -0.0114 -0.3586
C -0.4722 -0.2148 0.9405 -0.2712
C -0.5280 -1.1273 -0.2755 -0.2658
P 0.8189 1.3260 -1.1702 -0.0874
S -0.3964 -1.9778 1.3510 -0.1943
H 1.7945 -0.6384 0.2411 0.3070
H -1.2896 0.4451 1.0798 0.3479
H -1.1265 -1.2840 -1.0876 0.4373
H 1.0987 2.2217 -0.0091 0.0561
H -0.6569 1.3736 -1.0588 0.0288
```

# C5H10O

2 unconnected molecules or ions with the total composition C5H10O (wB97M-V/def2-TZVPD, the Open Molecules 2025 dataset).

Properties
strongest force on any atom: 0.08146 Eh/bohr
energy relative to the best compared isomer or geometry (same formula, charge and spin): 322.9 kJ/mol
lowest unoccupied orbital energy: 0.654 eV
2S+1: 1

XYZ file:
```
16
Properties=species:S:1:pos:R:3:mulliken_charge:R:1
C 1.4288 -0.9108 -0.0411 -1.4454
C 0.3779 -0.0611 0.6272 0.4101
C 0.3575 1.4029 0.1543 -0.7232
C -0.9600 1.1380 -0.6092 -0.6176
C -1.0586 -0.3237 0.0788 -0.3073
O -1.4038 -1.3612 -0.7716 -0.4612
H 1.2591 -1.9641 0.1977 0.3478
H 1.3806 -0.7913 -1.1293 0.3101
H 2.4224 -0.6130 0.3078 0.3962
H 0.4485 -0.1532 1.7164 0.4144
H 0.2523 2.1167 0.9764 0.2613
H 1.2268 1.6973 -0.4513 0.2977
H -1.7470 1.8832 -0.4635 0.3303
H -0.7841 1.0689 -1.7012 0.2404
H -1.7319 -1.0484 1.1729 0.1598
H -1.4685 -2.0801 -0.0642 0.3866
```

# C3H9NO4

4 unconnected molecules or ions with the total composition C3H9NO4 (wB97M-V/def2-TZVPD, the Open Molecules 2025 dataset).

Properties
strongest force on any atom: 0.07068 Eh/bohr
energy relative to the best compared isomer or geometry (same formula, charge and spin): 195.3 kJ/mol
lowest unoccupied orbital energy: 0.388 eV
2S+1: 1

XYZ file:
```
17
Properties=species:S:1:pos:R:3:mulliken_charge:R:1
C 0.6414 0.9982 0.1003 0.6009
C -0.7626 -1.2973 -0.2027 0.7536
C 0.3962 -2.0306 -0.8016 -0.9238
N -0.1517 1.4129 1.0345 -0.6559
O 1.9393 0.6253 0.2445 -0.4250
O 0.2740 1.1716 -1.1411 -0.4867
O -1.5563 -0.5838 -0.8351 -0.6898
O -0.9516 -1.5626 1.0912 -0.4220
H 2.2032 0.6446 1.1743 0.3168
H -0.9131 3.3575 -0.3468 0.1133
H -0.7721 0.7602 -1.2301 0.5062
H -1.6919 -1.0298 1.4231 0.3705
H -0.8684 2.8334 0.3809 -0.1381
H 0.1946 1.3249 1.9835 0.1434
H 0.0204 -2.9277 -1.2952 0.3266
H 1.1206 -2.2960 -0.0314 0.3184
H 0.8781 -1.4008 -1.5485 0.2917
```

# C4H8O

C4H8O in the gas phase (wB97M-V/def2-TZVPD, the Open Molecules 2025 dataset).

Properties
strongest force on any atom: 0.02898 Eh/bohr
energy relative to the best compared isomer or geometry (same formula, charge and spin): 242.4 kJ/mol
lowest unoccupied orbital energy: 1.013 eV
2S+1: 1

XYZ file:
```
13
Properties=species:S:1:pos:R:3:mulliken_charge:R:1
C -1.2850 1.0601 0.9039 -1.0106
C 0.4890 -0.1708 -0.6607 0.0222
C 0.7633 -1.6332 -0.5690 -1.1394
C 0.0155 0.8938 0.2056 0.2762
O 1.2030 0.3430 0.6538 -0.4792
H -1.6936 0.1348 1.3085 0.3389
H -1.1991 1.8279 1.6751 0.2706
H -1.9539 1.4376 0.1202 0.2891
H 0.5935 0.1973 -1.6997 0.2478
H 1.8507 -1.6578 -0.7415 0.2553
H 0.2991 -2.2637 -1.3307 0.3715
H 0.6011 -1.9802 0.4461 0.3024
H 0.3164 1.8110 -0.3115 0.2552
```

# C4H13N3

A gas-phase ion, C4H13N3 (charge +2) (wB97M-V/def2-TZVPD, the Open Molecules 2025 dataset).

Properties
strongest force on any atom: 0.13875 Eh/bohr
total charge: +2
energy relative to the best compared isomer or geometry (same formula, charge and spin): 232.5 kJ/mol
lowest unoccupied orbital energy: -6.795 eV
2S+1: 1

XYZ file:
```
20
Properties=species:S:1:pos:R:3:mulliken_charge:R:1
C -0.8473 1.2361 0.3340 -0.5566
C 0.1243 0.3225 1.0845 -0.8701
C 0.4288 -0.8495 0.0788 0.5865
C 1.1954 -0.6049 -1.0194 -0.7927
N 1.6492 -1.7738 -1.8910 -0.3413
N -0.5005 -1.8909 0.1402 -0.5468
N -1.2032 2.3970 1.3138 -0.3745
H -0.5095 1.5810 -0.6366 0.4291
H -1.8399 0.7596 0.3051 0.2748
H -0.3279 -0.0861 2.0058 0.4248
H 1.0397 0.8703 1.2356 0.4537
H 1.4594 0.3029 -1.2278 0.4925
H 2.6959 -1.5956 -2.2606 0.4337
H 1.3421 -2.6395 -1.4436 0.3640
H 1.1195 -1.8115 -2.8054 0.3870
H -0.8339 -2.3159 0.9724 0.2200
H -1.0657 -2.0166 -0.7045 0.2394
H -0.4077 2.7362 1.8556 0.3594
H -1.9961 2.1245 1.9546 0.4097
H -1.5226 3.2544 0.7083 0.4074
```

# C21H31CoINO2P2

A molecular structure, C21H31CoINO2P2 (wB97M-V/def2-TZVPD, the Open Molecules 2025 dataset).

Properties
strongest force on any atom: 0.13661 Eh/bohr
total charge: +2
energy relative to the best compared isomer or geometry (same formula, charge and spin): 1.6 kJ/mol
lowest unoccupied orbital energy (spin up / spin down): -6.722 / -7.771 eV
2S+1: 5

XYZ file:
```
59
Properties=species:S:1:pos:R:3:lowdin_spin:R:1
C 4.7413 -0.7470 -2.8823 0.0024
C 3.4378 -0.8394 -2.1055 0.0098
H 5.2157 -1.6919 -3.2047 0.0005
H 5.4621 -0.1937 -2.2636 0.0003
H 4.5612 -0.1306 -3.7744 0.0003
O 2.8028 -1.7709 -1.7254 0.0046
I 2.6328 1.3749 -1.6193 0.0456
Co 0.5686 0.2358 -0.2926 2.4655
P -1.1212 0.2301 -2.0794 0.1214
C -2.6113 -0.8384 -2.1746 0.0151
C -1.6724 1.8982 -2.5471 0.0189
H -1.8799 1.9476 -3.6235 0.0043
H -0.8570 -0.3386 -4.4146 0.0048
H -0.8710 2.6076 -2.3194 0.0015
H 0.6620 0.4078 -3.7291 0.0001
H -3.4185 -0.5104 -1.5086 0.0007
H -2.5655 2.2190 -2.0040 -0.0003
C -0.1703 -0.2919 -3.5485 0.0230
H -2.9969 -0.8431 -3.2070 0.0039
H 0.2441 -1.2874 -3.3456 0.0005
H -2.3575 -1.8731 -1.9042 0.0005
P 1.4689 0.0129 2.0000 0.1100
C 1.0285 -1.2030 3.3051 0.0129
C 3.2211 -0.4234 1.6767 0.0205
H 1.8945 2.3638 2.1000 0.0014
H 2.3185 1.5950 3.6456 0.0047
H 0.6204 1.9248 3.2340 0.0000
C 1.5857 1.6150 2.8338 0.0188
H 3.7376 0.4026 1.1565 -0.0001
H 3.7049 -0.6620 2.6447 0.0042
H 1.8895 -1.3656 3.9733 0.0028
H 0.7685 -2.1716 2.8509 0.0007
H 3.2265 -1.3108 1.0247 0.0008
H 0.1782 -0.8745 3.9185 -0.0001
C -0.0125 -1.4241 0.0609 0.0445
O -0.0566 -2.5838 0.1048 -0.0166
C -4.8722 -0.4696 1.8373 0.0541
C -3.7091 -1.0957 2.2884 -0.0001
C -2.4529 -0.6409 1.8970 0.0466
C -2.3554 0.4753 1.0442 0.0356
C -3.5511 1.1142 0.6305 0.0582
C -4.8068 0.6901 1.0608 -0.0058
N -1.1329 1.0666 0.7191 0.4863
C -1.0607 2.4335 0.9343 0.0350
C -0.0239 3.2399 0.3842 0.0971
C 0.0231 4.5831 0.7409 -0.0005
C -0.9142 5.1505 1.6160 0.1373
C -1.9642 4.3907 2.1060 -0.0109
C -2.0223 3.0439 1.7879 0.1222
H -5.8509 -0.9183 2.0350 0.0025
H -3.7780 -1.9870 2.9243 -0.0003
H -1.5544 -1.0963 2.3014 0.0017
H -3.4972 2.0501 0.0979 0.0013
H -5.7017 1.2568 0.7609 -0.0008
H 0.7206 2.7667 -0.2705 0.0071
H 0.8211 5.2031 0.3337 -0.0022
H -0.8173 6.1718 1.9400 0.0068
H -2.7511 4.7659 2.7737 -0.0028
H -2.8424 2.4666 2.2200 0.0040
```